1.
DFT (wB97M-V/def2-TZVPD) results for a structure of composition C51H38F5GeN3PReS.

Output
HOMO level (spin up / spin down): -12.89 / -12.94 eV
gap between HOMO and LUMO (spin up / spin down): 6.3 / 5.9 eV
charge: +2
multiplicity: 3
M: 1109.7 g mol⁻¹
strongest force on any atom: 3.17 eV/A
expectation value of S²: 2.02

Atoms and positions in Å:
Re (0.8107, -0.2642, -0.0155)
F (0.7549, 0.6480, -3.0310)
C (1.8998, 1.0275, -2.5173)
C (2.1796, 0.7642, -1.1662)
C (3.3380, 1.3263, -0.6573)
F (3.6969, 1.0621, 0.5822)
C (4.2640, 1.9000, -1.5111)
F (5.4463, 2.3005, -1.0053)
C (4.0684, 2.0273, -2.8799)
F (5.0128, 2.5627, -3.6232)
C (2.8536, 1.5699, -3.4039)
F (2.6495, 1.4980, -4.7193)
N (0.5119, 0.7144, 1.3947)
P (-0.1596, 2.1907, 1.7797)
C (-0.5968, 1.9887, 3.5252)
C (-1.7300, 2.5797, 4.0302)
C (-1.8779, 2.7141, 5.4170)
C (-0.9179, 2.1131, 6.2611)
C (0.1148, 1.3682, 5.7108)
C (0.2845, 1.2784, 4.3142)
C (0.8144, 3.6286, 1.5739)
C (1.5840, 3.7420, 0.3770)
C (2.4021, 4.8402, 0.2061)
C (2.3877, 5.8820, 1.0682)
C (1.5512, 5.7956, 2.2045)
C (0.7955, 4.6918, 2.4773)
C (-1.5948, 2.2482, 0.6486)
C (-1.9112, 3.4182, 0.0701)
C (-3.0598, 3.5377, -0.8240)
C (-3.8659, 2.4792, -1.0711)
C (-3.8092, 1.1052, -0.4374)
C (-2.4143, 0.9883, 0.2304)
H (-2.4786, 3.0096, 3.3960)
H (-2.8043, 3.0228, 5.8026)
H (-1.0652, 2.2811, 7.3426)
H (0.7446, 0.7158, 6.3152)
H (1.1001, 0.5648, 3.9673)
H (1.5078, 2.9166, -0.3734)
H (3.0233, 4.9549, -0.6608)
H (2.9026, 6.7910, 0.9242)
H (1.4187, 6.6268, 2.9420)
H (0.3680, 4.5840, 3.4778)
H (-1.1632, 4.2353, 0.0509)
H (-3.1566, 4.4590, -1.3705)
H (-4.5615, 2.6547, -1.8815)
H (-4.7939, 0.9228, 0.1772)
H (-2.4193, 0.3445, 1.0991)
C (2.4565, -2.5260, 2.4451)
Ge (2.5064, -2.1117, 0.5653)
C (4.3951, -2.2764, 0.0647)
C (5.0870, -3.3379, 0.6937)
C (6.4036, -3.6152, 0.3980)
C (7.0285, -3.0264, -0.7152)
C (6.3646, -2.0172, -1.3977)
C (5.1122, -1.5966, -0.9709)
C (1.4468, -3.5135, -0.3348)
C (0.7093, -4.3777, 0.4912)
C (-0.1982, -5.2821, -0.0718)
C (-0.4399, -5.2994, -1.4472)
C (0.2961, -4.4324, -2.2948)
C (0.1376, -4.4767, -3.7328)
C (0.8470, -3.6300, -4.5169)
C (1.8123, -2.7545, -3.9582)
C (1.8466, -2.6206, -2.5913)
C (1.2352, -3.5447, -1.7237)
H (2.8672, -3.5200, 2.6114)
H (1.3989, -2.6156, 2.8334)
H (3.0145, -1.8031, 2.9527)
H (4.7140, -3.9301, 1.5070)
H (6.8829, -4.4657, 0.8768)
H (8.0697, -3.2389, -1.0141)
H (6.6822, -1.4664, -2.2603)
H (4.5377, -0.8383, -1.4606)
H (0.8371, -4.3858, 1.5494)
H (-0.7305, -5.9978, 0.5809)
H (-1.1782, -6.0060, -1.8115)
H (-0.6959, -5.1134, -4.0496)
H (0.7168, -3.5484, -5.6174)
H (2.4715, -2.1806, -4.6173)
H (2.6058, -1.8619, -2.1860)
S (-5.5675, -2.1288, -1.2432)
C (-3.9491, -1.5352, -1.0282)
C (-2.9529, -2.3626, -0.7660)
C (-1.5153, -2.0474, -0.6471)
N (-1.0149, -0.8215, -0.7107)
C (-2.0022, 0.2082, -1.0483)
C (-3.5066, -0.1547, -1.3406)
C (-6.4387, -0.6669, -0.7975)
C (-6.9627, 0.0557, -1.8445)
C (-7.8847, 1.1383, -1.5025)
N (-8.2505, 1.4058, -0.2424)
C (-7.6197, 0.6901, 0.7569)
C (-6.7900, -0.3912, 0.5380)
H (-3.2002, -3.3697, -0.6876)
H (-0.8896, -2.8146, -0.2417)
H (-1.6685, 0.9062, -1.7736)
H (-3.7541, 0.0151, -2.3656)
H (-6.6307, -0.1938, -2.8325)
H (-8.3169, 1.6538, -2.3326)
H (-7.9815, 1.0388, 1.7125)
H (-6.4499, -1.0248, 1.3819)


2.
DFT (wB97M-V/def2-TZVPD) results for a structure of composition C51H40Cl3HgN4P2Si.

Output
HOMO level (spin up / spin down): -7.15 / -7.12 eV
gap between HOMO and LUMO (spin up / spin down): 7.0 / 5.8 eV
charge: 0
multiplicity: 2
M: 1105.9 g mol⁻¹
ΔE to the lowest compared entry with this formula, charge and spin: 9.52 kcal per mole
strongest force on any atom: 1.81 eV/A
expectation value of S²: 0.76

Atoms and positions in Å:
Hg (0.2663, 2.6982, -0.0954)
C (3.8077, 3.5125, 0.7623)
Si (2.7253, 2.1569, -0.0651)
C (3.0612, 0.6524, 1.0803)
C (4.2657, -0.0235, 0.8997)
C (4.6839, -1.0171, 1.7654)
C (3.8958, -1.3498, 2.8532)
C (2.6930, -0.7001, 3.0478)
C (2.2582, 0.2883, 2.1672)
P (0.6266, 1.0816, 2.4095)
C (1.0119, 2.2337, 3.7742)
C (0.8024, 3.5876, 3.5402)
C (1.0647, 4.5151, 4.5314)
C (1.5488, 4.0976, 5.7592)
C (1.7522, 2.7480, 5.9993)
C (1.4834, 1.8151, 5.0149)
C (-0.3507, -0.1808, 3.2760)
C (-1.3989, 0.2696, 4.0774)
C (-2.2835, -0.6324, 4.6367)
C (-2.1565, -1.9898, 4.3861)
C (-1.1342, -2.4410, 3.5698)
C (-0.2428, -1.5438, 3.0110)
C (3.4423, 1.6982, -1.7863)
C (4.7359, 2.0506, -2.1571)
C (5.2355, 1.7457, -3.4117)
C (4.4535, 1.0667, -4.3319)
C (3.1678, 0.7012, -3.9826)
C (2.6595, 1.0255, -2.7287)
P (0.9262, 0.6282, -2.3041)
C (0.7837, -0.9771, -3.1550)
C (1.5738, -1.9927, -2.6172)
C (1.5531, -3.2546, -3.1715)
C (0.7213, -3.5177, -4.2490)
C (-0.0845, -2.5193, -4.7667)
C (-0.0546, -1.2457, -4.2275)
C (0.0192, 1.7813, -3.3829)
C (-1.3715, 1.6580, -3.4012)
C (-2.1390, 2.5730, -4.0945)
C (-1.5308, 3.6302, -4.7531)
C (-0.1545, 3.7694, -4.7157)
C (0.6236, 2.8543, -4.0304)
H (4.7452, 3.0852, 1.1029)
H (3.3038, 3.9124, 1.6367)
H (4.0171, 4.3321, 0.0841)
H (4.8904, 0.2451, 0.0598)
H (5.6249, -1.5218, 1.5998)
H (4.2103, -2.1158, 3.5474)
H (2.0794, -0.9710, 3.8939)
H (0.4075, 3.9113, 2.5834)
H (0.8931, 5.5633, 4.3422)
H (1.7665, 4.8193, 6.5328)
H (2.1261, 2.4178, 6.9578)
H (1.6298, 0.7634, 5.2150)
H (-1.5246, 1.3319, 4.2428)
H (-3.0841, -0.2772, 5.2684)
H (-2.8526, -2.6889, 4.8233)
H (-1.0155, -3.4983, 3.3738)
H (0.5470, -1.9105, 2.3711)
H (5.3616, 2.5799, -1.4525)
H (6.2348, 2.0482, -3.6852)
H (4.8315, 0.8376, -5.3183)
H (2.5386, 0.1792, -4.6917)
H (2.2095, -1.7678, -1.7672)
H (2.1919, -4.0278, -2.7704)
H (0.7009, -4.5052, -4.6819)
H (-0.7388, -2.7275, -5.5998)
H (-0.6750, -0.4636, -4.6413)
H (-1.8421, 0.8432, -2.8586)
H (-3.2162, 2.4754, -4.0988)
H (-2.1351, 4.3589, -5.2718)
H (0.3150, 4.6122, -5.2005)
H (1.6961, 2.9879, -3.9866)
N (-2.8359, -4.4885, 0.1418)
C (-3.8434, -5.4080, 0.0570)
C (-3.8714, -6.7891, 0.1618)
C (-5.0973, -7.4004, 0.0068)
C (-6.2607, -6.6670, -0.2436)
C (-6.2427, -5.2944, -0.3449)
C (-5.0163, -4.6521, -0.1921)
N (-4.6975, -3.3271, -0.2485)
C (-3.4060, -3.2520, -0.0557)
C (-2.6480, -2.0185, -0.0505)
C (-3.3083, -0.7891, -0.1047)
C (-2.5603, 0.3732, -0.0959)
N (-1.2348, 0.3852, -0.0326)
C (-0.6060, -0.7800, 0.0347)
C (-1.2544, -1.9976, 0.0199)
H (-1.8671, -4.6905, 0.3175)
H (-2.9749, -7.3601, 0.3534)
H (-5.1643, -8.4750, 0.0831)
H (-7.1947, -7.1979, -0.3538)
H (-7.1379, -4.7262, -0.5345)
H (-4.3834, -0.7664, -0.1636)
H (-3.0303, 1.3453, -0.1337)
H (0.4743, -0.7331, 0.1196)
H (-0.6725, -2.9055, 0.0552)
Cl (-0.7216, 4.8223, -1.5952)
C (-2.6292, 5.6474, 0.1761)
Cl (-4.1113, 5.5256, -0.6676)
Cl (-1.9736, 7.2038, 0.4013)
C (-2.1735, 4.5530, 0.8440)
N (-1.7300, 3.5769, 1.3026)